--- a ---
Computed, not measured: the ion C4H11N2S with charge -1, with wB97M-V/def2-TZVPD.

Each line ends with the Löwdin charge.
Element x y z (Å)
C1 -0.528 1.729 -1.553  -0.1461
N1 0.022 1.987 -0.158  -0.1334
C2 0.732 0.740 0.265  -0.2271
C3 -0.184 -0.537 0.297  -0.4767
N2 -0.829 -0.693 1.661  0.0009
C4 0.709 -1.738 0.186  -0.6264
S1 -0.190 -3.453 -0.395  -0.0877
H1 0.352 1.579 -2.290  0.0974
H2 -1.309 2.405 -1.866  0.0555
H3 -0.905 0.700 -1.631  0.0449
H4 -0.871 1.960 0.390  0.0917
H5 1.654 0.737 -0.331  0.0958
H6 1.198 0.951 1.304  0.1268
H7 -0.932 -0.510 -0.419  0.0627
H8 -1.487 -1.519 1.638  0.0643
H9 -0.115 -1.000 2.261  0.0110
H10 1.487 -1.442 -0.495  0.0188
H11 1.197 -1.894 1.136  0.0277

For the LUMO energy, the calculation gives 3.8 eV. The total charge is -1. The spin multiplicity is 1.



--- b ---
Computed, not measured: the ion C4H11N2S with charge -1, with wB97M-V/def2-TZVPD.

Each line ends with the Löwdin charge.
Element x y z (Å)
C1 1.879 -0.662 1.534  -0.1591
N1 0.661 0.204 1.634  -0.1677
C2 0.308 0.940 0.335  -0.1575
C3 -0.986 0.202 -0.429  -0.4787
N2 -0.769 -1.218 -0.176  -0.0165
C4 -1.224 0.772 -1.809  -0.7383
S1 -1.231 -0.533 -3.141  0.0262
H1 1.970 -0.927 0.444  0.0744
H2 1.870 -1.434 2.260  0.0442
H3 2.692 0.014 1.869  0.0604
H4 -0.069 -0.473 1.910  0.0713
H5 -0.011 1.946 0.696  0.0868
H6 1.117 1.153 -0.356  0.0882
H7 -1.868 0.625 0.056  0.0997
H8 -1.544 -1.770 -0.489  0.0344
H9 0.141 -1.570 -0.507  0.0600
H10 -2.330 1.103 -1.710  0.0439
H11 -0.606 1.628 -2.120  0.0285

For the LUMO energy, the calculation gives 3.8 eV. The total charge is -1. The spin multiplicity is 1.



From most stable to least stable, the computed energies give a, b.



--- a ---
Computed, not measured: the molecule C2H4S2, with wB97M-V/def2-TZVPD.

Each line ends with the Löwdin charge.
Element x y z (Å)
C1 -1.013 -0.478 -0.109  -0.2125
C2 0.487 -0.137 -0.181  -1.3542
S1 1.662 -1.102 -0.685  0.6443
S2 0.621 1.394 0.608  0.6955
H1 -1.179 -0.451 1.037  0.0979
H2 -1.504 0.486 -0.518  0.0858
H3 -1.209 -1.351 -0.662  0.0435
H4 2.135 1.639 0.510  -0.0002

For the LUMO energy, the calculation gives -0.1 eV. The total charge is 0. The spin multiplicity is 1.



--- b ---
Computed, not measured: a cluster of 2 separate species, C2H4S2 in total, with wB97M-V/def2-TZVPD.

Each line ends with the Löwdin charge.
Element x y z (Å)
C1 0.222 -0.998 0.626  -0.4818
C2 -0.042 0.229 -0.119  -1.1525
S1 0.004 -1.150 -1.175  0.7706
S2 -1.296 1.393 0.107  0.7156
H1 1.226 -1.187 0.982  0.0650
H2 -0.568 -1.436 1.230  0.0719
H3 1.778 1.340 -0.493  0.1340
H4 -1.323 1.811 -1.158  -0.1227

For the LUMO energy (alpha / beta), the calculation gives -0.4 / -0.3 eV. The total charge is 0. The spin multiplicity is 1.



--- c ---
Computed, not measured: the molecule C2H4S2, with wB97M-V/def2-TZVPD.

Each line ends with the Löwdin charge.
Element x y z (Å)
C1 0.246 0.844 0.092  -0.1717
C2 0.417 -0.702 0.136  -1.2211
S1 1.734 -1.539 0.047  0.6805
S2 -1.242 -1.568 0.094  0.6785
H1 0.503 1.308 1.071  0.0947
H2 -0.763 0.966 -0.212  0.0035
H3 0.899 1.170 -0.774  0.0958
H4 -1.794 -0.479 -0.455  -0.1601

For the LUMO energy, the calculation gives -0.1 eV. The total charge is 0. The spin multiplicity is 1.



From most stable to least stable, the computed energies give c, a, b.



--- a ---
Computed, not measured: the ion C2H4ClN2 with charge +1, with wB97M-V/def2-TZVPD.

Each line ends with the Löwdin charge.
Element x y z (Å)
C1 -0.910 -1.550 -0.025  0.1562
N1 -0.256 -0.537 0.325  0.0751
C2 0.675 0.341 0.066  -0.6736
N2 0.383 1.772 0.015  0.1626
Cl1 2.226 -0.319 -0.190  0.8492
H1 -1.430 -1.732 -0.945  0.1219
H2 -1.241 -2.284 0.605  0.0858
H3 -0.591 2.050 -0.214  0.1495
H4 1.145 2.260 0.363  0.0731

For the LUMO energy, the calculation gives -5.4 eV. The total charge is +1. The spin multiplicity is 1.



--- b ---
Computed, not measured: a cluster of 2 separate species, C2H4ClN2 in total, with wB97M-V/def2-TZVPD.

Each line ends with the Löwdin charge.
Element x y z (Å)
C1 0.054 -0.755 1.436  -0.5855
C2 -0.669 0.767 -2.456  0.1227
N1 0.529 0.198 0.820  0.1048
N2 0.048 0.280 -1.708  0.1234
Cl1 0.386 -1.129 3.067  0.7870
H1 -0.684 -1.469 0.963  0.1346
H2 -1.317 1.232 -3.127  0.0847
H3 0.580 0.053 -0.374  0.1019
H4 1.072 0.823 1.379  0.1264

For the LUMO energy, the calculation gives -4.5 eV. The total charge is +1. The spin multiplicity is 1.



--- c ---
Computed, not measured: the ion C2H4ClN2 with charge +1, with wB97M-V/def2-TZVPD.

Each line ends with the Löwdin charge.
Element x y z (Å)
C1 -0.182 0.373 0.881  -0.0004
N1 0.884 -0.276 0.186  0.0169
N2 1.409 -0.491 -1.269  0.2172
C2 2.176 -0.235 -0.124  -0.6362
Cl1 3.729 -0.017 0.405  0.9457
H1 -0.982 -0.295 1.262  0.1161
H2 0.235 1.053 1.670  0.1269
H3 -0.699 0.997 0.113  0.1230
H4 1.356 0.187 -1.946  0.0908

For the LUMO energy, the calculation gives -5.8 eV. The total charge is +1. The spin multiplicity is 1.



From most stable to least stable, the computed energies give b, a, c.



--- a ---
Computed, not measured: a structure of composition C2H4P2, with wB97M-V/def2-TZVPD.

Each line ends with the Löwdin charge.
Element x y z (Å)
C1 1.196 0.411 -0.006  -0.1608
C2 0.292 -0.624 -0.007  -0.5032
P1 -1.141 0.276 0.106  0.3306
P2 -2.798 -0.618 -0.949  0.2190
H1 2.298 0.295 -0.360  0.0850
H2 1.063 1.469 0.191  0.0314
H3 0.554 -1.616 -0.450  0.0831
H4 -1.465 0.408 1.475  -0.0851

For the LUMO energy (alpha / beta), the calculation gives -1.2 / -1.2 eV. The total charge is 0. The spin multiplicity is 1.



--- b ---
Computed, not measured: the molecule C2H4P2, with wB97M-V/def2-TZVPD.

Each line ends with the Löwdin charge.
Element x y z (Å)
H1 2.804 1.291 0.570  -0.2173
P1 3.113 0.099 0.040  0.7454
C1 1.445 -0.300 -0.178  -0.8465
P2 -0.062 0.789 0.025  0.7596
C2 -1.664 0.187 0.048  -0.3746
H2 1.307 -1.439 -0.166  -0.0106
H3 -2.195 1.095 0.109  -0.0819
H4 -2.299 -0.763 0.136  0.0259

For the LUMO energy, the calculation gives -1.1 eV. The total charge is 0. The spin multiplicity is 1.



--- c ---
Computed, not measured: a structure of composition C2H4P2, with wB97M-V/def2-TZVPD.

Each line ends with the Löwdin charge.
Element x y z (Å)
C1 -0.550 0.824 -0.210  -0.4915
C2 0.509 -1.059 -0.343  -0.4713
P1 -1.878 -0.122 -0.161  0.6333
P2 1.746 -0.017 -0.095  0.6237
H1 -2.129 -1.344 0.421  -0.0954
H2 -2.887 0.799 0.487  -0.0479
H3 2.165 1.313 -0.497  -0.0548
H4 3.025 -0.395 0.397  -0.0960

For the LUMO energy, the calculation gives -0.5 eV. The total charge is 0. The spin multiplicity is 1.



From most stable to least stable, the computed energies give b, a, c.



--- a ---
Computed, not measured: the molecule C2H2O4S, with wB97M-V/def2-TZVPD.

Each line ends with the Löwdin charge.
Element x y z (Å)
C1 -0.530 0.487 -0.604  -0.1832
C2 -1.061 1.634 -0.568  0.1101
O1 1.129 -0.265 1.397  -0.2643
O2 0.217 -2.482 0.991  -0.2384
O3 -0.467 -0.696 -0.602  0.0753
O4 2.049 -1.577 -0.456  -0.2381
S1 1.056 -1.426 0.556  0.5809
H1 -0.811 2.614 -0.978  0.1091
H2 -1.584 1.711 0.264  0.0486

For the LUMO energy, the calculation gives -0.4 eV. The total charge is 0. The spin multiplicity is 1.



--- b ---
Computed, not measured: a cluster of 2 separate species, C2H2O4S in total, with wB97M-V/def2-TZVPD.

Each line ends with the Löwdin charge.
Element x y z (Å)
C1 0.718 1.512 -0.363  -0.1751
S1 1.002 -0.054 -0.026  0.7681
O1 1.832 -0.566 1.074  -0.3035
O2 0.534 -0.973 -1.051  -0.3172
H1 0.602 2.188 0.537  0.0779
H2 0.083 1.583 -1.206  0.0258
O3 -1.672 -0.093 0.402  0.1568
C2 -1.571 -1.244 0.320  -0.5101
O4 -1.528 -2.353 0.313  0.2774

For the LUMO energy, the calculation gives -0.3 eV. The total charge is 0. The spin multiplicity is 1.



From most stable to least stable, the computed energies give b, a.



--- a ---
Computed, not measured: a structure of composition C2H5O2Si, with wB97M-V/def2-TZVPD.

Each line ends with the Löwdin charge.
Element x y z (Å)
C1 2.178 0.094 -0.102  -0.7309
C2 -1.300 0.691 0.245  -0.3771
O1 2.165 1.209 -0.591  -0.0634
O2 2.907 -0.792 0.322  -0.0913
Si1 -0.130 -0.835 -0.076  0.5805
H1 -0.821 1.520 0.672  -0.0479
H2 -1.745 1.138 -0.691  0.0109
H3 -2.203 0.561 0.931  0.0036
H4 -0.893 -1.324 -1.298  -0.1483
H5 -0.159 -2.263 0.589  -0.1361

For the LUMO energy, the calculation gives 4.3 eV. The total charge is -1. The spin multiplicity is 1.



--- b ---
Computed, not measured: the ion C2H5O2Si with charge -1, with wB97M-V/def2-TZVPD.

Each line ends with the Löwdin charge.
Element x y z (Å)
C1 -1.090 -0.175 0.831  -0.3174
Si1 -0.150 0.202 -0.677  0.6042
C2 1.769 0.113 -0.289  -0.8628
O1 2.374 -0.869 -0.802  -0.1733
O2 2.192 1.067 0.419  -0.1575
H1 -1.363 0.677 1.559  0.0540
H2 -2.032 -0.584 0.496  -0.0080
H3 -0.576 -0.805 1.493  -0.0065
H4 -0.581 1.402 -1.186  -0.1104
H5 -0.543 -1.027 -1.845  -0.0223

For the LUMO energy, the calculation gives 4.1 eV. The total charge is -1. The spin multiplicity is 1.



From most stable to least stable, the computed energies give b, a.



--- a ---
Computed, not measured: a cluster of 2 separate species, C3H3NO in total, with wB97M-V/def2-TZVPD.

Each line ends with the Löwdin charge.
Element x y z (Å)
O1 -1.130 0.989 -0.885  -0.3189
C1 -1.297 -0.215 -0.597  0.0689
C2 1.247 -1.079 1.062  0.0284
C3 0.859 0.014 0.743  -0.0457
N1 -0.834 2.148 -0.745  0.1648
H1 -1.053 -0.855 -1.453  0.0697
H2 1.584 -2.045 1.364  0.0234
H3 0.625 1.042 0.511  0.0094

For the LUMO energy (alpha / beta), the calculation gives -0.8 / -0.9 eV. The total charge is 0. The spin multiplicity is 1.



--- b ---
Computed, not measured: the molecule C3H3NO, with wB97M-V/def2-TZVPD.

Each line ends with the Löwdin charge.
Element x y z (Å)
C1 0.016 -0.773 0.161  -0.0643
C2 1.143 0.093 0.015  -0.0754
N1 0.630 1.312 -0.382  0.0313
O1 -0.699 1.252 -0.283  -0.0676
C3 -1.105 -0.011 -0.075  -0.0994
H1 -0.010 -1.775 0.522  0.0872
H2 2.167 -0.023 -0.019  0.0785
H3 -2.143 -0.076 0.061  0.1097

For the LUMO energy, the calculation gives 1.0 eV. The total charge is 0. The spin multiplicity is 1.



--- c ---
Computed, not measured: a cluster of 2 separate species, C3H3NO in total, with wB97M-V/def2-TZVPD.

Each line ends with the Löwdin charge.
Element x y z (Å)
O1 1.255 1.197 -0.014  -0.3264
C1 0.203 1.694 -0.452  0.0832
C2 -1.456 -1.353 0.083  0.0103
C3 -0.378 -1.141 0.574  -0.0253
N1 2.178 0.760 0.614  0.1774
H1 0.016 1.293 -1.456  0.0599
H2 -2.417 -1.543 -0.341  0.0196
H3 0.587 -0.945 1.001  0.0014

For the LUMO energy (alpha / beta), the calculation gives -0.8 / -0.8 eV. The total charge is 0. The spin multiplicity is 1.



--- d ---
Computed, not measured: the molecule C3H3NO, with wB97M-V/def2-TZVPD.

Each line ends with the Löwdin charge.
Element x y z (Å)
N1 -2.094 0.290 -0.321  0.1718
C1 -1.388 -0.581 0.043  -0.1422
C2 -0.036 0.117 -0.479  -0.1572
C3 0.905 -0.136 0.663  -0.3010
O1 1.947 -0.715 0.514  0.0745
H1 0.245 -0.407 -1.389  0.1122
H2 -0.121 1.197 -0.677  0.1112
H3 0.543 0.234 1.647  0.1307

For the LUMO energy, the calculation gives -0.4 eV. The total charge is 0. The spin multiplicity is 1.



From most stable to least stable, the computed energies give b, d, c, a.



--- a ---
Computed, not measured: a cluster of 2 separate species, C3H3NO in total, with wB97M-V/def2-TZVPD.

Each line ends with the Löwdin charge.
Element x y z (Å)
C1 0.684 0.610 0.947  -0.5445
C2 -0.905 -0.422 -0.225  -0.1766
C3 0.543 -0.549 0.043  0.0695
N1 -0.317 0.844 0.091  0.1212
O1 1.368 1.101 1.764  0.1525
H1 -1.237 -0.532 -1.251  0.1018
H2 -1.619 -0.803 0.503  0.1106
H3 1.483 -0.249 -1.871  0.1654

For the LUMO energy (alpha / beta), the calculation gives -0.8 / -1.2 eV. The total charge is 0. The spin multiplicity is 1.



--- b ---
Computed, not measured: the molecule C3H3NO, with wB97M-V/def2-TZVPD.

Each line ends with the Löwdin charge.
Element x y z (Å)
C1 -1.318 1.125 -1.004  0.1074
C2 -0.427 0.685 -0.337  -0.0482
C3 0.497 0.083 0.720  -0.5316
N1 0.695 -1.215 0.292  0.1360
O1 0.962 0.699 1.661  0.0698
H1 -1.908 1.850 -1.581  0.0534
H2 -0.026 -1.394 -0.325  0.0499
H3 1.526 -1.833 0.573  0.1633

For the LUMO energy, the calculation gives 0.9 eV. The total charge is 0. The spin multiplicity is 1.



From most stable to least stable, the computed energies give b, a.